Entry 1:
{
  "formula": "C11H21N3O5",
  "method": "ωB97M-V/def2-TZVPD",
  "gap_ha": 0.348,
  "de_lowest_kj_mol": 24.21,
  "largest_force_ev_per_a": 4.013,
  "smiles": "NCCCC[C@H](NC(=O)[C@@H](N)CCC(=O)O)C(=O)O",
  "symbols": ["N", "C", "C", "C", "C", "C", "N", "C", "O", "C", "N", "C", "C", "C", "O", "O", "C", "O", "O", "H", "H", "H", "H", "H", "H", "H", "H", "H", "H", "H", "H", "H", "H", "H", "H", "H", "H", "H", "H", "H"],
  "positions_angstrom": [[0.901, 4.470, -0.741], [1.922, 4.086, 0.170], [2.491, 2.710, -0.132], [1.428, 1.661, -0.396], [2.074, 0.350, -0.793], [1.152, -0.830, -0.973], [0.522, -1.202, 0.304], [-0.734, -1.686, 0.439], [-1.283, -2.215, -0.548], [-1.326, -1.641, 1.874], [-0.287, -1.170, 2.811], [-2.690, -0.935, 2.035], [-2.768, 0.554, 1.589], [-2.439, 0.654, 0.132], [-1.251, 0.921, -0.176], [-3.442, 0.306, -0.693], [1.822, -2.058, -1.601], [2.953, -2.100, -1.973], [0.994, -3.097, -1.833], [0.114, 3.844, -0.852], [0.511, 5.352, -0.413], [2.714, 4.880, 0.094], [1.592, 4.082, 1.253], [3.282, 2.783, -0.886], [3.041, 2.283, 0.745], [0.684, 1.982, -1.140], [0.932, 1.629, 0.529], [2.866, 0.106, -0.039], [2.610, 0.480, -1.774], [0.312, -0.510, -1.601], [0.858, -0.663, 1.099], [-1.526, -2.674, 2.113], [0.538, -1.805, 2.802], [-0.622, -1.231, 3.717], [-2.931, -0.898, 3.094], [-3.506, -1.510, 1.556], [-1.988, 1.079, 2.119], [-3.753, 0.947, 1.894], [-3.131, 0.241, -1.591], [0.097, -2.792, -1.608]],
  "forces_ev_per_a": [[-1.09, 1.15, -0.72], [0.97, 0.09, 1.74], [1.26, -0.36, 0.39], [0.56, 0.61, -1.34], [1.36, -0.18, -0.37], [-0.99, -0.22, 0.41], [0.28, 0.47, 1.06], [0.46, -0.35, -1.39], [-0.24, 0.55, 1.35], [0.44, -0.39, -0.30], [1.23, -0.09, -1.94], [-0.20, 0.51, -0.39], [-0.35, -0.64, 0.30], [2.74, 0.48, -0.15], [-3.96, -0.60, -0.24], [0.42, 0.43, 1.11], [-0.66, -0.22, -0.80], [0.82, 0.20, 0.21], [0.22, 0.57, 0.20], [0.24, -0.22, 0.32], [0.03, -0.14, -0.38], [-0.47, -0.83, 0.20], [0.13, 0.05, -0.79], [-0.40, -0.09, -0.41], [-0.25, 0.77, -0.34], [0.38, -0.23, 0.08], [-1.09, -0.59, 1.19], [-0.46, 0.00, -0.59], [-0.39, -0.10, 0.96], [0.15, -0.20, -0.31], [-0.17, -0.12, -0.22], [-0.27, -0.64, -0.24], [-0.94, 0.54, -0.20], [-0.91, 0.08, 2.12], [0.06, -0.31, 0.24], [0.66, 0.15, 0.07], [0.13, 0.34, 0.09], [0.35, -0.11, -0.45], [0.46, -0.03, -0.76], [-0.51, -0.32, 0.27]],
  "lowdin_charge": [-0.016, -0.329, -0.218, -0.244, -0.146, -0.216, 0.115, -0.404, 0.031, -0.266, 0.048, -0.113, -0.085, -0.455, 0.051, 0.144, -0.476, 0.130, 0.117, 0.054, 0.074, 0.120, 0.115, 0.113, 0.123, 0.104, 0.087, 0.141, 0.149, 0.157, 0.121, 0.138, 0.109, 0.047, 0.111, 0.133, 0.116, 0.132, 0.124, 0.063]
}

***

Entry 2:
{
  "formula": "C4H13N2O",
  "method": "ωB97M-V/def2-TZVPD",
  "total_charge": 1,
  "gap_ha": 0.358,
  "de_lowest_kj_mol": 247.86,
  "largest_force_ev_per_a": 1.448,
  "symbols": ["N", "C", "C", "N", "H", "H", "H", "H", "H", "H", "H", "H", "H", "C", "C", "O", "H", "H", "H", "H"],
  "positions_angstrom": [[-1.066, 0.540, 0.517], [-0.702, 0.717, -0.935], [-1.834, 0.381, -1.884], [-1.483, 0.963, -3.184], [-1.534, 1.389, 0.847], [-1.767, -0.190, 0.653], [-0.271, 0.349, 1.137], [-0.359, 1.741, -1.074], [0.146, 0.055, -1.105], [-1.964, -0.712, -1.872], [-2.770, 0.849, -1.562], [-0.733, 0.370, -3.557], [-2.193, 0.699, -3.851], [3.038, -0.750, 1.819], [1.779, -0.895, 1.438], [0.719, -1.081, 2.329], [3.775, -0.707, 1.030], [3.361, -0.825, 2.848], [1.420, -1.087, 0.439], [1.109, -1.077, 3.215]],
  "forces_ev_per_a": [[-0.83, 0.59, -0.02], [0.61, -0.08, 0.06], [-0.23, 0.23, 0.09], [0.53, -1.34, -0.17], [0.19, -0.01, 0.08], [0.25, -0.32, -0.03], [0.01, -0.18, 0.10], [-0.10, 0.00, 0.06], [0.02, 0.05, -0.10], [-0.17, 0.12, -0.12], [0.06, -0.06, 0.12], [0.30, 0.53, 0.16], [-0.67, 0.42, -0.05], [-0.22, -0.27, -0.97], [-0.18, -0.82, 1.14], [0.37, 0.45, -0.35], [0.17, 0.11, 0.20], [-0.03, 0.28, 0.07], [0.28, 0.33, -0.31], [-0.33, -0.01, 0.05]],
  "lowdin_charge": [0.202, -0.151, -0.280, 0.012, 0.177, 0.173, 0.115, 0.140, 0.118, 0.124, 0.125, 0.088, 0.081, 0.045, -0.269, -0.052, 0.069, 0.076, 0.097, 0.109]
}

***

Entry 3:
{
  "formula": "C12H19BCl3NO7P",
  "method": "ωB97M-V/def2-TZVPD",
  "total_charge": -1,
  "gap_ha": 0.256,
  "largest_force_ev_per_a": 2.579,
  "symbols": ["C", "C", "P", "C", "C", "O", "Cl", "N", "C", "O", "B", "O", "O", "C", "Cl", "C", "C", "Cl", "H", "H", "H", "H", "H", "H", "H", "H", "H", "H", "H", "C", "C", "O", "C", "O", "O", "C", "H", "H", "H", "H", "H", "H", "H", "H"],
  "positions_angstrom": [[-1.187, -0.931, -2.982], [-0.472, -1.921, -2.451], [1.137, -1.724, -1.480], [1.974, -3.325, -2.294], [3.400, -3.154, -2.677], [3.870, -3.029, -3.755], [4.556, -3.196, -1.257], [0.479, -0.184, -0.557], [-0.462, -0.406, 0.166], [-1.561, -0.427, 0.644], [0.473, -2.952, -0.080], [1.213, -3.091, 1.077], [-0.685, -3.761, -0.154], [1.935, -0.491, -2.745], [2.757, 0.890, -1.973], [1.996, -0.456, -4.070], [2.683, 0.636, -4.850], [1.301, -1.723, -5.048], [-1.691, -1.027, -3.937], [-1.306, -0.017, -2.408], [-0.851, -2.920, -2.664], [2.338, -1.591, -0.688], [1.364, -3.747, -3.087], [1.990, -4.084, -1.507], [0.881, -3.868, 1.538], [-1.429, -3.252, 0.180], [3.709, 0.744, -4.513], [2.176, 1.586, -4.701], [2.663, 0.367, -5.902], [-2.230, 2.048, 2.050], [-2.891, 1.639, 3.346], [-2.150, 2.098, 4.493], [-2.308, 3.376, 4.806], [-3.017, 4.170, 4.246], [-1.530, 3.641, 5.863], [-1.539, 5.010, 6.259], [-1.192, 1.723, 2.033], [-2.750, 1.610, 1.203], [-2.231, 3.133, 1.934], [-2.911, 0.553, 3.418], [-3.922, 1.989, 3.400], [-2.554, 5.369, 6.415], [-1.033, 5.620, 5.512], [-0.993, 5.073, 7.197]],
  "forces_ev_per_a": [[-0.22, 0.26, 0.63], [-0.14, 0.16, -0.46], [0.39, -1.09, 1.34], [0.22, -0.45, 0.50], [-0.55, -0.21, -0.43], [0.27, 0.09, -0.15], [-0.13, 0.02, 0.02], [-0.70, -0.64, 1.30], [-1.07, 1.72, -1.60], [1.02, -0.88, 0.53], [0.06, -0.10, 0.59], [0.10, -0.14, -0.52], [0.25, 0.06, 0.04], [-0.30, 0.45, 0.06], [-0.09, -0.51, -0.07], [0.38, 0.35, 0.06], [-0.23, -0.57, -0.29], [-0.06, 0.12, -0.10], [-0.91, -0.29, 0.39], [0.82, 0.66, -0.77], [1.01, -0.31, -0.69], [-0.08, 0.34, -0.28], [0.30, 0.22, -0.44], [-0.07, 0.17, 0.20], [-0.11, -0.01, 0.31], [-0.31, 0.04, -0.12], [0.13, 0.03, -0.03], [-0.06, 0.12, 0.01], [0.10, 0.16, -0.12], [0.13, 0.58, 0.13], [-0.19, -0.24, -0.53], [-0.08, -0.07, 0.16], [0.14, -0.23, -0.16], [-0.12, 0.16, 0.04], [0.00, 0.06, 0.13], [0.07, 0.16, 0.15], [-0.05, -0.16, -0.05], [0.04, -0.09, 0.02], [-0.13, 0.01, 0.07], [0.17, 0.02, 0.20], [0.07, 0.18, 0.11], [-0.01, 0.01, -0.12], [-0.12, 0.04, -0.04], [0.05, -0.17, -0.02]],
  "lowdin_charge": [-0.078, -0.299, 0.601, -0.285, -0.829, 0.010, 0.562, -0.014, -0.470, 0.056, -0.726, 0.110, 0.073, -0.699, 0.609, -0.783, -0.170, 0.703, 0.043, 0.051, 0.072, 0.005, 0.065, 0.066, 0.091, 0.086, 0.058, 0.067, 0.049, -0.073, -0.197, 0.044, -0.617, 0.118, 0.001, -0.052, 0.078, 0.074, 0.077, 0.123, 0.120, 0.092, 0.098, 0.089]
}